Entry 1:
# C2H4Br2

One molecule with the formula C2H4Br2 (wB97M-V/def2-TZVPD, the Open Molecules 2025 dataset).

Atoms and positions in Å:
Br 28.2211 -6.7465 18.4492
C 27.1297 -7.5963 17.0964
C 25.7198 -7.1036 16.9772
Br 25.5409 -5.1623 16.9377
H 27.1159 -8.6588 17.3314
H 27.6821 -7.4671 16.1699
H 25.1117 -7.4121 17.8209
H 25.2770 -7.4489 16.0496

- SMILES = BrCCBr
- HOMO level (eV) = -10.068
- lowest unoccupied orbital energy (eV) = 0.70
- Kohn-Sham gap (eV) = 10.77
- energy relative to the best compared isomer or geometry (same formula, charge and spin) (kcal/mol) = 3.2

***

Entry 2:
# C3H8N2O2

One molecule with the formula C3H8N2O2 (wB97M-V/def2-TZVPD, the Open Molecules 2025 dataset).

Atoms and positions in Å:
N 0.2113 0.0106 2.2642
C -1.0305 0.2837 1.6106
O -2.0400 0.5416 2.2534
N -1.0227 0.1479 0.2037
C -0.0020 0.5940 -0.7096
C 0.7406 -0.6902 -1.1970
O 0.3281 -1.3089 -2.6135
H 0.9813 0.3132 1.6156
H 0.2310 0.4277 3.1927
H -1.9604 0.0977 -0.1174
H -0.5513 1.1643 -1.4090
H 0.6771 1.2301 -0.1495
H 0.7003 -1.4365 -0.3867
H 1.7626 -0.4580 -1.3105
H 0.9746 -0.9171 -3.2468

- SMILES = NC(=O)NCCO
- HOMO level (eV) = -9.552
- lowest unoccupied orbital energy (eV) = 0.59
- Kohn-Sham gap (eV) = 10.14
- energy relative to the best compared isomer or geometry (same formula, charge and spin) (kcal/mol) = 38.1

***

Entry 3:
# C25H28N4O3S

One molecule with the formula C25H28N4O3S (wB97M-V/def2-TZVPD, the Open Molecules 2025 dataset).

Atoms and positions in Å:
C 3.8395 2.6939 1.4983
O 4.6364 1.5388 1.6108
C 4.1977 0.3866 1.0355
C 3.0233 0.2591 0.3006
C 2.6751 -0.9720 -0.2257
C 3.4659 -2.0955 -0.0294
C 2.9983 -3.4379 -0.5300
N 1.7816 -3.8202 0.1641
C 0.5679 -3.8259 -0.4362
O 0.4360 -3.7753 -1.6405
C -0.5854 -3.8720 0.5668
C -0.7276 -2.4775 1.1943
C -1.2113 -1.4772 0.1420
N -2.4934 -1.8904 -0.3684
C -3.6687 -1.2420 -0.2337
O -4.7399 -1.7561 -0.5195
C -3.6332 0.1688 0.2429
C -4.6801 0.7547 0.8826
S -4.3595 2.4197 1.2011
C -2.7897 2.1993 0.3977
N -1.9421 3.2474 0.3071
C -0.7039 3.2933 -0.3322
C -0.2194 2.2481 -1.1146
C 1.0100 2.3641 -1.7332
C 1.7908 3.5063 -1.5916
C 3.1124 3.6144 -2.2909
C 1.3002 4.5415 -0.8059
C 0.0698 4.4427 -0.1851
N -2.5838 1.0025 -0.0221
C -2.4555 -3.1913 -1.0070
C -1.9228 -4.2708 -0.0650
C 4.6411 -1.9580 0.7000
C 5.0092 -0.7345 1.2187
H 2.8504 2.5465 1.9438
H 4.3700 3.4701 2.0475
H 3.7195 3.0032 0.4566
H 2.3741 1.1037 0.1312
H 1.7650 -1.0591 -0.8004
H 3.7673 -4.1995 -0.3714
H 2.7436 -3.3999 -1.5925
H 1.8304 -3.8198 1.1712
H -0.3275 -4.5990 1.3457
H 0.2237 -2.1322 1.6058
H -1.4569 -2.5221 2.0066
H -1.2763 -0.4811 0.5734
H -0.5014 -1.4498 -0.6920
H -5.6047 0.3047 1.1777
H -2.2446 4.1034 0.7491
H -0.8148 1.3601 -1.2384
H 1.3708 1.5500 -2.3452
H 3.7108 4.4226 -1.8765
H 2.9568 3.8174 -3.3507
H 3.6698 2.6820 -2.2130
H 1.8851 5.4412 -0.6793
H -0.2975 5.2628 0.4160
H -3.4700 -3.4343 -1.3260
H -1.8011 -3.1279 -1.8817
H -1.8041 -5.1963 -0.6293
H -2.6470 -4.4433 0.7344
H 5.2760 -2.8173 0.8615
H 5.9212 -0.6199 1.7828

- SMILES = COc1ccc(CNC(=O)C2CCN(C(=O)c3csc(Nc4ccc(C)cc4)n3)CC2)cc1
- HOMO level (eV) = -7.913
- lowest unoccupied orbital energy (eV) = 0.36
- Kohn-Sham gap (eV) = 8.27
- energy relative to the best compared isomer or geometry (same formula, charge and spin) (kcal/mol) = 22.2

***

Entry 4:
# C4H13NO3

A 3-piece molecular cluster, C4H13NO3 overall (wB97M-V/def2-TZVPD, the Open Molecules 2025 dataset).

Atoms and positions in Å:
O -0.0581 -1.3130 -0.9619
C 0.1065 -0.0596 -0.9081
C 0.2812 0.6996 0.3224
C -1.2174 0.9509 -0.2615
C -1.8580 1.7505 0.9788
N 1.1942 1.8184 0.3468
H 0.4827 0.4045 -1.8603
H 0.2906 0.1287 1.2375
H -1.9708 0.1662 -0.2953
H -1.3113 1.6622 -1.0741
H -1.3485 2.6905 1.1264
H -2.8808 2.0186 0.6331
H -1.8295 1.1048 1.8504
H 2.0052 1.4582 0.8333
H 0.8535 2.6422 0.8237
H -1.5397 -2.4734 1.6534
H -0.8485 -1.7083 0.4503
O -1.3425 -1.6035 1.3103
H 1.8180 -1.5944 -1.1713
H 2.8522 -2.6079 -0.8329
O 2.7837 -1.7263 -1.2111

- HOMO level (eV) = -9.362
- lowest unoccupied orbital energy (eV) = 0.56
- Kohn-Sham gap (eV) = 9.93
- energy relative to the best compared isomer or geometry (same formula, charge and spin) (kcal/mol) = 80.3

***

Entry 5:
# C25H42Cl3CuN4O3Si

C25H42Cl3CuN4O3Si as an isolated structure (wB97M-V/def2-TZVPD, the Open Molecules 2025 dataset).

Atoms and positions in Å:
C -1.5135 -1.7061 -2.7974
C -1.0160 -2.6752 -1.7781
H -1.3026 -2.0750 -3.8041
H -1.0329 -0.7239 -2.6648
H -2.6048 -1.5605 -2.6960
C -0.6122 -3.9358 -2.0102
C -0.4495 -4.5442 -3.3588
H -0.3801 -4.6000 -1.1727
H -0.6607 -3.8449 -4.1797
H -1.1228 -5.4085 -3.4596
H 0.5760 -4.9244 -3.4887
Cu -0.4022 0.6368 -0.1293
Cl -2.2953 0.5068 0.9809
Cl 0.4083 1.5438 -1.9521
H 0.5752 4.4577 3.7546
H -1.3606 5.6260 2.8788
C 0.9142 4.1776 2.7522
C -1.0523 5.3832 1.8566
N -0.2373 4.1852 1.8663
H 1.3829 3.1953 2.7727
C -0.5267 3.1796 1.0457
O 0.1667 2.1337 1.0133
H -1.9331 5.1859 1.2382
H -1.4253 3.3224 0.4225
H 1.6430 4.9286 2.4251
H -0.4959 6.2275 1.4287
H 1.5868 -1.4652 -2.7048
H 2.3639 -3.5539 -1.2454
C 2.4678 -0.9328 -2.3076
C 3.2467 -2.9212 -1.0985
N 2.8854 -1.5207 -1.0600
H 2.2075 0.1242 -2.1460
C 2.8145 -0.8567 0.1275
O 2.4975 0.3206 0.3044
H 3.7357 -3.1853 -0.1590
H 3.0938 -1.5068 0.9779
H 3.2738 -1.0250 -3.0526
H 3.9312 -3.1052 -1.9305
O -0.0170 -1.2407 -0.1987
C -1.0281 -2.1478 -0.3577
C 0.2083 -3.7636 1.1709
C -0.9962 -3.2048 0.7559
H 1.1459 -3.3416 0.7847
C 0.1824 -4.8493 2.0596
H -2.0021 -1.6481 -0.2408
C -2.2109 -3.5789 1.3272
H 1.1269 -5.3269 2.3289
C -1.0406 -5.2900 2.5864
C -2.2359 -4.6422 2.2326
H -3.1074 -3.0313 1.0139
H -1.0579 -6.1508 3.2689
H -3.1924 -4.9546 2.6526
Si -0.3967 4.3475 -4.0349
Cl -0.5772 2.4027 -4.8251
C 1.4519 4.6463 -3.8800
C -1.5858 4.3908 -2.5969
C -0.9159 5.6594 -5.2860
H 1.9805 3.8172 -3.3914
H 1.6331 5.5735 -3.3170
H 1.8812 4.7852 -4.8882
H -0.2367 5.7101 -6.1479
H -0.8626 6.6152 -4.7471
H -1.9389 5.5156 -5.6511
H -1.3992 3.5729 -1.8866
H -2.6197 4.2820 -2.9632
H -1.5436 5.3518 -2.0641
N 1.4711 -2.0823 3.2504
C 0.5903 -1.3775 3.9890
C 0.3629 -1.6871 5.3693
C -0.5505 -0.9120 6.0692
C -1.2365 0.1033 5.4008
C -0.9424 0.3131 4.0504
N -0.0459 -0.3805 3.3670
H 1.6431 -1.8209 2.2796
H 1.8771 -2.9486 3.5872
H 0.9739 -2.4881 5.7941
H -0.7145 -1.0933 7.1304
H -1.9708 0.7392 5.8867
H -1.4503 1.0714 3.4716

- 2S+1 = 2
- HOMO level (spin up / spin down) (eV) = -4.978 / -4.850
- net charge = -1
- lowest unoccupied orbital energy (spin up / spin down) (eV) = 2.47 / 2.47
- Kohn-Sham gap (spin up / spin down) (eV) = 7.45 / 7.32
- energy relative to the best compared isomer or geometry (same formula, charge and spin) (kcal/mol) = 0.0

***

Entry 6:
# C3H6ClNOS

A 2-piece molecular cluster, C3H6ClNOS overall (wB97M-V/def2-TZVPD, the Open Molecules 2025 dataset).

Atoms and positions in Å:
C 1.4390 -0.6786 -0.0503
C -1.2143 0.8258 1.1440
C 0.0053 0.8305 -1.3055
N 0.7632 -1.8110 0.2080
O 2.5582 -0.2852 0.0696
S -1.5176 0.2658 -0.5516
Cl 0.1071 0.4609 -2.9706
H -0.2305 0.7303 1.4603
H -1.9176 0.3693 1.8631
H -1.5382 1.8602 1.1556
H 0.3067 1.8732 -0.8898
H -0.1281 -1.8344 -0.3074
H 1.3667 -2.6068 0.1747

- HOMO level (spin up / spin down) (eV) = -7.463 / -7.496
- lowest unoccupied orbital energy (spin up / spin down) (eV) = 0.22 / 0.19
- Kohn-Sham gap (spin up / spin down) (eV) = 7.69 / 7.69
- energy relative to the best compared isomer or geometry (same formula, charge and spin) (kcal/mol) = 57.6

***

Entry 7:
# C2H4INO

One molecule with the formula C2H4INO (wB97M-V/def2-TZVPD, the Open Molecules 2025 dataset).

Atoms and positions in Å:
H 0.6739 -2.5367 -0.1206
N 0.5654 -1.5612 -0.1969
C -0.4971 -0.9585 -0.0117
I -2.4501 -1.8387 0.3442
O -0.6551 0.5876 -0.4257
C 0.3846 1.4117 0.0749
H 0.4714 2.2791 -0.6190
H 1.3738 0.8342 -0.0569
H 0.1332 1.7825 1.0119

- SMILES = [H]/N=C(\I)OC
- HOMO level (eV) = -9.979
- lowest unoccupied orbital energy (eV) = -0.03
- Kohn-Sham gap (eV) = 9.95
- energy relative to the best compared isomer or geometry (same formula, charge and spin) (kcal/mol) = 30.7

***

Entry 8:
# C35H70O28

A 14-piece molecular cluster, C35H70O28 overall (wB97M-V/def2-TZVPD, the Open Molecules 2025 dataset).

Atoms and positions in Å:
C -1.8498 0.6515 -3.5044
O -1.9779 0.6342 -4.9266
H -2.3811 1.5411 -3.1585
H -2.3793 -0.1933 -3.0698
H -0.7900 0.6641 -3.2485
H -1.9801 1.5231 -5.2824
C 4.3815 2.6284 2.7224
O 3.7285 3.1533 1.5805
H 5.4579 2.8233 2.7351
H 3.9524 3.0537 3.6262
H 4.3049 1.5378 2.7758
H 4.0629 2.7264 0.7830
C 0.3988 -5.1018 -0.8820
O 0.8633 -5.1837 -2.2114
H 1.2001 -4.9267 -0.1513
H -0.2619 -4.2500 -0.7136
H -0.1463 -6.0167 -0.6376
H 1.4543 -5.9344 -2.2977
C 4.9587 3.5466 -1.9330
O 4.3683 2.4771 -1.2105
H 4.2050 4.2216 -2.3461
H 5.5221 4.1427 -1.2134
H 5.6578 3.2154 -2.7046
H 3.7700 1.9977 -1.8273
C 1.6005 -3.8722 2.8729
O 2.2275 -5.1563 2.9473
H 1.2626 -3.6534 1.8566
H 0.7328 -3.8591 3.5336
H 2.2788 -3.0734 3.1811
H 1.6532 -5.6935 3.4953
C 1.9516 1.8842 -3.8400
O 2.6124 1.1389 -2.8374
H 2.5097 1.9922 -4.7723
H 0.9362 1.5206 -4.0314
H 1.7705 2.9028 -3.4834
H 2.8404 0.2804 -3.2145
C 1.2560 3.7170 4.2893
O 1.0769 3.4335 2.9097
H 1.9766 4.5177 4.4677
H 0.3111 4.0105 4.7412
H 1.6065 2.7986 4.7697
H 1.9285 3.3217 2.4655
C -1.0465 4.0484 -1.1264
C -1.5472 3.9185 0.3019
C -1.6743 5.2915 0.9873
O -3.0097 5.3070 1.4837
C -3.6870 4.2491 1.0164
O -4.8306 4.0102 1.2513
O -2.8919 3.4381 0.2871
H -1.6053 4.8767 -1.5674
H -1.1919 3.1471 -1.7157
H 0.0061 4.3415 -1.1335
H -0.9999 3.2292 0.9481
H -1.4887 6.1171 0.3005
H -0.9363 5.3374 1.7890
C -1.7860 1.7606 3.0325
C -2.5683 0.7331 3.8527
C -4.0257 0.4566 3.3486
O -4.0236 -0.9503 3.1178
C -2.7981 -1.4608 3.2428
O -2.5054 -2.6130 3.1085
O -1.9070 -0.5085 3.5449
H -1.8700 1.4826 1.9823
H -0.7170 1.7325 3.2441
H -2.1263 2.7685 3.2830
H -2.5845 0.9458 4.9221
H -4.1646 0.9656 2.3935
H -4.7130 0.8294 4.1015
C -5.4525 0.7912 -2.6281
C -6.8229 1.2864 -2.2169
C -6.7499 2.2130 -0.9802
O -7.3726 3.4189 -1.4448
C -7.8861 3.2216 -2.6811
O -8.7015 3.9309 -3.1643
O -7.3721 2.1099 -3.2224
H -5.0774 0.1655 -1.8174
H -4.7414 1.5998 -2.8055
H -5.4590 0.1957 -3.5425
H -7.3851 0.3899 -1.9451
H -5.7532 2.3293 -0.5612
H -7.4044 1.8437 -0.1894
C 3.1878 -4.4657 -1.0406
C 3.0443 -3.9139 0.3577
C 4.2060 -4.2900 1.2797
O 4.3033 -3.1391 2.1229
C 3.7760 -2.0837 1.4901
O 3.8818 -0.9641 1.8872
O 3.0785 -2.4758 0.4070
H 3.1105 -5.5510 -0.9619
H 4.1152 -4.1738 -1.5256
H 2.3188 -4.1115 -1.5993
H 2.1149 -4.2139 0.8483
H 5.1563 -4.3555 0.7449
H 3.9901 -5.2063 1.8213
C 5.5729 -0.5930 -1.0553
C 6.6272 -0.0958 -2.0268
C 7.9931 -0.7912 -1.8820
O 8.3458 -1.1733 -3.2037
C 7.2106 -1.2098 -3.9558
O 7.1181 -1.6460 -5.0565
O 6.2264 -0.5631 -3.3224
H 5.8743 -0.3900 -0.0268
H 5.5082 -1.6812 -1.1418
H 4.6021 -0.1884 -1.3250
H 6.7070 0.9913 -2.0355
H 7.9695 -1.6272 -1.1788
H 8.7374 -0.0983 -1.4877
C 1.7231 0.9507 0.3218
C 0.7111 0.0530 -0.3695
C 0.2534 -1.1413 0.4910
O -1.1626 -1.0871 0.4074
C -1.5817 0.0498 -0.1490
O -2.7168 0.3234 -0.3784
O -0.5101 0.7572 -0.6006
H 1.6284 0.8530 1.4043
H 1.5804 1.9921 0.0349
H 2.7667 0.7261 0.0997
H 0.9917 -0.3104 -1.3615
H 0.5256 -1.0022 1.5372
H 0.6450 -2.0547 0.0504
C -4.9312 -1.8657 0.2372
C -4.8382 -3.2576 0.7965
C -5.9602 -3.7422 1.7368
O -6.2869 -5.0353 1.2850
C -5.7427 -5.2366 0.0575
O -5.8999 -6.1996 -0.6159
O -4.9583 -4.2115 -0.2648
H -5.9114 -1.5778 -0.1465
H -4.2198 -1.6837 -0.5665
H -4.6372 -1.1552 1.0113
H -3.9236 -3.4283 1.3723
H -6.8584 -3.1165 1.6456
H -5.6441 -3.6807 2.7771

- HOMO level (eV) = -10.440
- lowest unoccupied orbital energy (eV) = 0.02
- Kohn-Sham gap (eV) = 10.46
- energy relative to the best compared isomer or geometry (same formula, charge and spin) (kcal/mol) = 0.0